{
  "formula": "C45H39BrCl5N2OP2SSc",
  "method": "ωB97M-V/def2-TZVPD",
  "spin_multiplicity": 1,
  "charge": 2,
  "e_tot_ev": -235085.0302,
  "homo_lumo_gap_ev": 7.62,
  "elements": ["Sc", "C", "C", "C", "C", "C", "C", "H", "H", "H", "H", "H", "H", "Cl", "C", "C", "Cl", "C", "Cl", "C", "O", "C", "Cl", "C", "Cl", "C", "S", "C", "C", "C", "N", "P", "C", "C", "C", "C", "C", "C", "C", "C", "C", "C", "C", "C", "P", "C", "C", "C", "C", "C", "C", "C", "C", "C", "C", "C", "C", "H", "H", "H", "H", "H", "H", "H", "H", "H", "H", "H", "H", "H", "H", "H", "H", "H", "H", "H", "H", "H", "H", "H", "H", "H", "H", "H", "H", "H", "Br", "C", "C", "C", "C", "C", "N", "H", "H", "H", "H"],
  "positions_angstrom": [[-0.42, 0.38, 0.01], [2.18, 2.13, 1.71], [0.90, 2.58, 1.42], [-0.21, 1.99, 2.02], [-0.02, 0.92, 2.92], [1.26, 0.48, 3.21], [2.36, 1.09, 2.61], [3.04, 2.61, 1.26], [0.77, 3.47, 0.81], [-1.18, 2.45, 1.92], [-0.87, 0.51, 3.45], [1.41, -0.31, 3.93], [3.36, 0.75, 2.85], [4.33, -5.28, 0.76], [3.46, -3.82, 0.58], [2.07, -3.82, 0.76], [1.22, -5.25, 1.14], [1.39, -2.62, 0.61], [-0.32, -2.50, 0.83], [2.03, -1.43, 0.29], [1.29, -0.33, 0.15], [3.41, -1.44, 0.10], [4.19, 0.03, -0.33], [4.12, -2.63, 0.25], [5.81, -2.64, 0.03], [-3.50, 4.14, -1.64], [-3.41, 2.87, -0.36], [-5.10, 2.20, -0.59], [-5.26, 1.09, -1.61], [-4.89, -0.32, -1.14], [-3.50, -0.51, -0.68], [-2.16, -0.73, -1.72], [-2.51, 0.09, -3.30], [-2.06, 1.40, -3.50], [-2.29, 2.05, -4.70], [-3.00, 1.41, -5.71], [-3.45, 0.11, -5.53], [-3.19, -0.55, -4.33], [-2.06, -2.48, -2.18], [-3.18, -3.28, -2.38], [-3.04, -4.61, -2.75], [-1.78, -5.15, -2.93], [-0.65, -4.37, -2.73], [-0.79, -3.04, -2.36], [-2.97, -0.44, 0.97], [-3.15, -2.12, 1.64], [-3.66, -3.18, 0.90], [-3.78, -4.44, 1.47], [-3.37, -4.65, 2.78], [-2.87, -3.59, 3.53], [-2.76, -2.33, 2.96], [-4.22, 0.38, 2.00], [-5.45, -0.24, 2.24], [-6.38, 0.37, 3.06], [-6.10, 1.59, 3.66], [-4.86, 2.19, 3.46], [-3.93, 1.59, 2.63], [-2.55, 4.68, -1.67], [-4.29, 4.84, -1.39], [-3.69, 3.70, -2.62], [-5.69, 3.07, -0.89], [-5.47, 1.91, 0.39], [-4.72, 1.34, -2.52], [-6.32, 1.03, -1.88], [-5.09, -1.02, -1.95], [-5.55, -0.60, -0.32], [-1.53, 1.91, -2.71], [-1.92, 3.06, -4.85], [-3.19, 1.92, -6.65], [-3.98, -0.39, -6.32], [-3.52, -1.58, -4.23], [-4.18, -2.87, -2.25], [-3.92, -5.21, -2.91], [-1.67, -6.19, -3.22], [0.34, -4.79, -2.87], [0.09, -2.45, -2.18], [-3.98, -3.02, -0.13], [-4.18, -5.26, 0.89], [-3.46, -5.63, 3.22], [-2.57, -3.75, 4.55], [-2.37, -1.51, 3.55], [-5.66, -1.21, 1.82], [-7.34, -0.11, 3.23], [-6.83, 2.06, 4.30], [-4.63, 3.12, 3.95], [-2.98, 2.07, 2.47], [0.11, 3.84, -1.81], [1.07, 2.40, -2.56], [1.96, 2.68, -3.58], [2.63, 1.62, -4.16], [2.39, 0.34, -3.70], [1.49, 0.17, -2.66], [0.82, 1.18, -2.08], [2.11, 3.70, -3.91], [3.33, 1.79, -4.97], [2.89, -0.52, -4.11], [1.30, -0.81, -2.27]],
  "lowdin_charge": [0.81, -0.06, -0.12, -0.19, -0.09, -0.04, -0.05, 0.12, 0.06, 0.08, 0.11, 0.13, 0.13, 0.74, -0.70, -0.69, 0.74, -0.55, 0.88, -0.43, -0.29, -0.59, 0.77, -0.69, 0.75, -0.38, 0.79, -0.43, -0.21, -0.22, -0.45, 0.96, -0.34, -0.14, -0.06, -0.04, -0.05, -0.06, -0.37, -0.12, -0.05, -0.04, -0.05, -0.12, 0.95, -0.45, -0.10, -0.05, -0.05, -0.05, -0.12, -0.37, -0.09, -0.04, -0.04, -0.05, -0.13, -0.02, 0.05, 0.04, 0.09, 0.06, 0.09, 0.13, 0.10, 0.11, 0.01, 0.12, 0.12, 0.12, 0.10, 0.10, 0.12, 0.12, 0.12, 0.07, 0.07, 0.11, 0.12, 0.12, 0.10, 0.11, 0.12, 0.12, 0.12, 0.06, 0.92, -0.70, -0.07, -0.01, -0.02, -0.13, -0.02, 0.11, 0.13, 0.13, 0.09]
}

{
  "formula": "C4H16O4",
  "method": "ωB97M-V/def2-TZVPD",
  "spin_multiplicity": 1,
  "e_tot_ev": -12595.6317,
  "homo_lumo_gap_ev": 10.01,
  "smiles": "CO.CO.CO.CO",
  "elements": ["C", "O", "H", "H", "H", "H", "C", "O", "H", "H", "H", "H", "C", "O", "H", "H", "H", "H", "C", "O", "H", "H", "H", "H"],
  "positions_angstrom": [[0.82, -1.29, -0.48], [0.37, -0.66, 0.71], [0.33, -2.26, -0.62], [0.59, -0.69, -1.36], [1.91, -1.44, -0.48], [0.66, -1.26, 1.43], [-1.87, 1.81, 0.06], [-1.34, 1.57, 1.35], [-1.06, 1.93, -0.67], [-2.59, 1.05, -0.26], [-2.40, 2.77, 0.07], [-0.92, 0.69, 1.29], [0.23, -3.23, 3.41], [1.14, -2.26, 2.91], [0.01, -3.99, 2.65], [0.61, -3.66, 4.33], [-0.75, -2.78, 3.57], [1.98, -2.71, 2.76], [0.08, 2.53, -3.44], [0.84, 3.70, -3.15], [0.61, 1.64, -3.08], [-0.91, 2.56, -3.00], [-0.04, 2.43, -4.52], [1.73, 3.55, -3.48]],
  "nbo_charge": [-0.25, -0.77, 0.16, 0.18, 0.16, 0.50, -0.25, -0.74, 0.16, 0.15, 0.18, 0.49, -0.25, -0.74, 0.17, 0.18, 0.19, 0.48, -0.25, -0.72, 0.16, 0.19, 0.16, 0.46]
}

{
  "formula": "C2H3FO2S",
  "method": "ωB97M-V/def2-TZVPD",
  "spin_multiplicity": 1,
  "e_tot_ev": -19768.7118,
  "homo_lumo_gap_ev": 9.39,
  "elements": ["C", "C", "O", "O", "F", "S", "H", "H", "H"],
  "positions_angstrom": [[1.27, -0.78, -0.64], [0.07, -0.10, -0.11], [2.16, -0.31, -1.24], [2.33, -3.35, -0.69], [-0.11, -2.75, -0.89], [1.34, -2.59, 0.03], [-0.91, -0.59, -0.42], [0.09, -0.28, 1.09], [0.13, 1.01, -0.40]],
  "nbo_charge": [0.41, -0.76, -0.46, -0.84, -0.54, 1.41, 0.28, 0.25, 0.26]
}

Values for HOMO energy, eV, ordered as above
-13.344 -9.508 -9.763
Values for energy relative to the best compared isomer or geometry (same formula, charge and spin), kJ/mol, ordered as above
0.0 212.7 119.0